Record 1
Computed, not measured: a structure of composition C55H44BrClMoN3O4S7SbSi, with ωB97M-V/def2-TZVPD.

Its net charge is -2. Its multiplicity is 1. The maximum force comes out at 3.7 eV Å⁻¹. As for the energy above the lowest of the compared OMol25 structures with the same formula, charge and spin: 3.796 eV. The lowest unoccupied orbital energy (spin up / spin down) comes out at 3.23 / 3.23 eV. For the frontier orbital gap (spin up / spin down), the calculation gives 0.182 / 0.182 Ha.

Positions of all 118 atoms, in Å:
Mo -0.99 0.78 0.09
O 3.60 2.19 -2.19
C 2.57 1.89 -1.64
S 1.14 2.89 -1.80
C -0.46 2.40 -1.13
C 0.83 0.17 -0.36
S 0.49 -1.31 0.46
S 2.51 0.38 -0.69
S -1.50 3.45 -1.87
Br -3.15 2.12 0.72
O -1.84 0.01 -1.82
Si -2.48 -0.26 -3.22
C -2.70 -2.16 -3.41
C -3.84 -2.84 -2.99
C -3.94 -4.22 -3.06
C -2.88 -4.96 -3.55
C -1.73 -4.32 -3.97
C -1.65 -2.94 -3.89
C -4.20 0.50 -3.56
C -4.76 0.36 -4.83
C -5.99 0.89 -5.14
C -6.73 1.56 -4.18
C -6.19 1.71 -2.91
C -4.94 1.19 -2.61
C -1.43 0.21 -4.74
C -1.54 -0.51 -5.93
C -0.74 -0.22 -7.02
C 0.20 0.79 -6.95
C 0.32 1.52 -5.79
C -0.50 1.24 -4.70
H -4.68 -2.27 -2.60
H -4.83 -4.71 -2.72
H -2.96 -6.04 -3.62
H -0.88 -4.88 -4.34
H -0.75 -2.45 -4.24
H -4.20 -0.16 -5.59
H -6.39 0.77 -6.14
H -7.70 1.97 -4.42
H -6.75 2.24 -2.15
H -4.54 1.35 -1.62
H -2.25 -1.33 -6.00
H -0.84 -0.81 -7.93
H 0.84 1.00 -7.80
H 1.05 2.31 -5.71
H -0.41 1.84 -3.81
Cl 1.28 -1.07 -3.34
C 1.77 -2.58 -2.65
C 2.83 -3.25 -3.22
C 3.26 -4.46 -2.70
C 2.62 -5.00 -1.60
C 1.55 -4.34 -1.04
C 1.09 -3.13 -1.56
C -0.07 -2.46 -0.93
H 3.33 -2.81 -4.07
H 4.10 -4.97 -3.15
H 2.95 -5.94 -1.18
H 1.04 -4.76 -0.18
H -0.72 -3.17 -0.43
H -0.63 -1.82 -1.60
N -5.76 2.13 5.38
C -4.64 1.31 5.20
C -4.64 -0.01 5.66
C -3.54 -0.82 5.46
C -2.42 -0.30 4.84
C -2.40 1.02 4.42
C -3.50 1.83 4.61
S -1.11 -1.34 4.20
O -1.43 -2.72 4.51
O 0.19 -0.89 4.62
N -1.22 -1.00 2.63
C -2.29 -1.26 1.94
S -3.62 -2.30 2.47
C -4.39 -1.99 0.93
C -3.64 -1.17 0.18
N -2.47 -0.76 0.73
H -6.64 1.64 5.42
H -5.78 2.89 4.72
H -5.53 -0.41 6.14
H -3.54 -1.86 5.74
H -1.54 1.39 3.88
H -3.49 2.84 4.23
H -5.34 -2.43 0.69
H -3.90 -0.81 -0.81
S -0.10 1.82 2.00
Sb 2.29 0.80 2.68
C 3.06 2.78 2.15
C 3.90 3.00 1.07
C 4.31 4.29 0.74
C 3.88 5.36 1.50
C 3.02 5.15 2.56
C 2.61 3.87 2.89
C 4.31 -0.26 2.65
C 4.21 -1.59 3.04
C 5.28 -2.46 2.90
C 6.46 -2.01 2.34
C 6.58 -0.68 1.96
C 5.51 0.19 2.12
C 2.38 1.30 4.78
C 1.25 1.77 5.42
C 1.27 2.02 6.78
C 2.43 1.81 7.51
C 3.57 1.36 6.87
C 3.54 1.10 5.51
H 4.25 2.18 0.47
H 4.93 4.44 -0.12
H 4.21 6.36 1.24
H 2.66 5.99 3.14
H 1.93 3.72 3.71
H 3.28 -1.94 3.46
H 5.18 -3.49 3.21
H 7.29 -2.70 2.19
H 7.50 -0.33 1.52
H 5.62 1.22 1.84
H 0.35 1.93 4.86
H 0.37 2.36 7.28
H 2.44 2.01 8.57
H 4.47 1.19 7.44
H 4.43 0.73 5.01

***

Record 2
Computed, not measured: a structure of composition C52H34BrCl7LaN8O4S, with ωB97M-V/def2-TZVPD.

Its net charge is -1. Its multiplicity is 1. The maximum force comes out at 1.1 eV Å⁻¹. The lowest unoccupied orbital energy comes out at 1.93 eV. For the frontier orbital gap, the calculation gives 0.224 Ha.

Positions of all 108 atoms, in Å:
La -0.39 -0.81 0.01
Br -4.65 -7.18 0.00
C -3.89 -5.42 -0.05
C -3.89 -4.72 -1.26
C -3.41 -3.44 -1.29
C -2.87 -2.81 -0.13
O -2.52 -1.58 -0.14
C -2.79 -3.60 1.06
C -2.11 -3.09 2.22
N -1.32 -2.07 2.19
C -0.63 -1.65 3.32
C -0.33 -2.47 4.40
C 0.44 -2.03 5.47
C 0.95 -0.75 5.45
C 0.67 0.11 4.40
C 1.34 1.39 4.26
C 0.90 2.26 3.36
C -0.35 1.93 2.58
N -0.41 0.50 2.24
C -0.14 -0.30 3.30
C -3.35 -4.88 1.09
H -4.28 -5.19 -2.15
H -3.41 -2.87 -2.21
H -2.28 -3.63 3.15
H -0.67 -3.49 4.39
H 0.67 -2.70 6.29
H 1.61 -0.41 6.24
H 2.25 1.56 4.83
H 1.42 3.19 3.14
H -0.80 3.84 1.73
H -3.34 -5.44 2.01
C -4.03 2.24 3.86
C -2.84 2.07 2.94
C -1.60 2.23 3.40
C -0.40 2.89 1.37
C -1.22 2.43 0.21
N -0.92 2.74 -0.99
C -0.04 3.75 -1.33
C -0.33 5.02 -0.80
C 0.34 6.16 -1.16
C 1.35 6.10 -2.10
C 2.09 7.34 -2.56
C 1.65 4.87 -2.65
C 1.00 3.69 -2.29
N 1.45 2.52 -2.93
C 2.67 2.37 -3.51
C 2.67 1.17 -4.16
C 1.38 0.65 -3.92
N 0.66 1.46 -3.17
C -2.48 1.71 0.45
C -3.17 1.62 1.60
N -3.04 1.17 -0.74
C -4.31 1.22 -1.18
C -4.34 0.56 -2.39
C -3.01 0.15 -2.59
N -2.24 0.52 -1.60
H -3.73 2.71 4.80
H -4.81 2.84 3.39
H -4.47 1.26 4.09
H -1.45 2.52 4.44
H 0.61 3.07 1.01
H -1.15 5.07 -0.09
H 0.07 7.11 -0.71
H 2.04 8.12 -1.80
H 3.13 7.11 -2.76
H 1.65 7.73 -3.48
H 2.41 4.83 -3.42
H 3.46 3.08 -3.38
H 3.47 0.72 -4.72
H 0.97 -0.27 -4.28
H -4.14 1.13 1.53
H -5.09 1.72 -0.63
H -5.19 0.40 -3.02
H -2.60 -0.41 -3.41
Cl 7.24 0.22 -1.07
C 5.55 0.39 -0.76
C 4.68 -0.69 -0.94
Cl 5.29 -2.21 -1.47
C 3.33 -0.54 -0.70
Cl 2.23 -1.84 -0.99
C 2.74 0.68 -0.24
O 1.49 0.80 -0.02
C 3.67 1.74 -0.07
Cl 3.06 3.27 0.44
C 5.03 1.61 -0.33
Cl 6.08 2.95 -0.13
Cl 0.54 -6.55 -5.56
C 0.13 -5.21 -4.53
C -0.31 -4.02 -5.13
C -0.59 -2.93 -4.34
Cl -1.11 -1.48 -5.13
C -0.42 -2.91 -2.91
O -0.56 -1.86 -2.23
C -0.03 -4.19 -2.36
C 0.15 -4.34 -0.95
O 0.00 -3.48 -0.08
C 0.24 -5.30 -3.18
H -0.43 -3.95 -6.20
H 0.46 -5.35 -0.64
H 0.56 -6.22 -2.72
S 3.17 -3.68 3.25
C 3.70 -2.05 3.23
C 2.86 -1.30 2.47
N 1.82 -1.99 1.90
C 1.86 -3.24 2.22
H 4.58 -1.74 3.76
H 2.95 -0.24 2.29
H 1.14 -3.98 1.90

***

Record 3
Computed, not measured: a structure of composition C17H27Br19IN3O5P2, with ωB97M-V/def2-TZVPD.

Its net charge is 0. Its multiplicity is 1. The maximum force comes out at 5.2 eV Å⁻¹. The lowest unoccupied orbital energy comes out at -0.41 eV. For the frontier orbital gap, the calculation gives 0.290 Ha.

Positions of all 74 atoms, in Å:
C -4.04 -1.28 -0.36
C -2.72 -0.37 -0.06
Br -1.69 -1.32 1.34
C -1.97 -0.21 -1.47
C -0.41 0.17 -1.39
C -0.09 1.38 -0.35
C -0.46 2.83 -0.93
O -1.85 2.99 -1.34
C -2.48 3.70 -0.25
O -2.38 4.94 -0.10
C -0.12 0.60 -2.94
O -0.75 1.40 -3.67
N 1.01 -0.06 -3.61
C 1.78 -0.72 -2.49
I 3.26 0.86 -2.02
P 2.83 -2.14 -3.18
O 3.37 -1.72 -4.77
O 4.25 -2.38 -2.27
C 0.66 -1.07 -1.35
C 0.12 -2.55 -1.69
N -0.41 -2.70 -3.09
P 1.72 -1.34 0.22
N 1.30 -2.73 0.96
H -3.68 -2.37 -0.22
H -4.92 -1.02 0.32
H -4.33 -1.22 -1.48
H -3.13 0.63 0.36
H -2.20 -1.15 -2.08
H -2.52 0.65 -2.03
H 1.03 1.42 -0.07
H -0.65 1.27 0.65
H -0.19 3.61 -0.13
H 0.25 3.05 -1.82
H -3.06 3.03 0.48
H 0.81 -0.79 -4.31
H 3.69 -0.78 -4.70
H 4.53 -3.33 -2.28
H 0.88 -3.38 -1.52
H -0.76 -2.77 -0.99
H 0.11 -3.40 -3.63
H -1.40 -3.02 -3.07
H 1.59 -0.28 1.18
H 3.13 -1.46 -0.08
H 1.01 -2.51 1.92
C 5.44 -5.62 0.29
Br 4.22 -4.27 0.96
Br 4.93 -7.40 0.86
Br 5.64 -5.51 -1.64
H 6.42 -5.42 0.73
C -4.59 6.04 -2.38
Br -5.59 7.61 -2.93
Br -5.75 4.54 -1.99
Br -3.22 5.57 -3.67
H -4.07 6.30 -1.46
C 0.52 -3.12 5.12
Br -0.93 -4.20 4.44
Br 0.56 -1.36 4.31
Br 0.50 -3.02 7.06
H 1.45 -3.62 4.84
C 0.98 3.08 4.86
Br 2.52 3.79 3.91
Br -0.18 2.05 3.69
Br 1.50 2.07 6.43
H 0.40 3.94 5.20
C 3.04 2.29 9.98
Br 3.33 0.62 9.05
Br 2.90 2.02 11.90
Br 4.39 3.61 9.54
H 2.08 2.68 9.64
C -3.46 0.65 -6.17
Br -4.75 -0.37 -7.20
Br -4.32 1.87 -4.93
Br -2.19 -0.50 -5.25
H -2.89 1.25 -6.88

***

Record 4
Computed, not measured: a structure of composition C10H8INS2, with ωB97M-V/def2-TZVPD.

Its net charge is 0. Its multiplicity is 1. The maximum force comes out at 5.2 eV Å⁻¹. As for the energy above the lowest of the compared OMol25 structures with the same formula, charge and spin: 0.000 eV. The lowest unoccupied orbital energy comes out at -0.85 eV. For the frontier orbital gap, the calculation gives 0.291 Ha.

Positions of all 22 atoms, in Å:
C 2.02 1.41 -2.45
C -3.13 -1.87 1.29
C -2.45 -2.52 0.27
C -2.63 -0.67 1.84
C -1.35 -1.92 -0.34
C -1.42 -0.22 1.40
C -0.79 -0.78 0.26
C 0.42 -0.28 -0.26
C 3.16 1.82 -0.18
C 1.91 2.01 -1.13
N 1.80 1.03 -3.51
S 1.63 -1.11 -1.01
S 0.38 1.46 -0.21
I 1.65 4.14 -1.35
H -3.99 -2.39 1.88
H -2.75 -3.47 0.01
H -3.07 -0.13 2.71
H -0.98 -2.50 -1.10
H -0.87 0.56 1.99
H 3.84 2.60 -0.48
H 3.79 0.86 -0.38
H 2.84 1.97 0.76

***

Record 5
Computed, not measured: a structure of composition C23H19N8O4PtSSe, with ωB97M-V/def2-TZVPD.

Its net charge is -1. Its multiplicity is 1. The maximum force comes out at 1.7 eV Å⁻¹. As for the energy above the lowest of the compared OMol25 structures with the same formula, charge and spin: 1.876 eV. The lowest unoccupied orbital energy (spin up / spin down) comes out at 1.73 / 1.73 eV. For the frontier orbital gap (spin up / spin down), the calculation gives 0.196 / 0.205 Ha.

Positions of all 57 atoms, in Å:
Pt -0.21 0.00 0.46
N 4.74 -1.80 5.06
C 4.41 -1.56 3.74
C 3.69 -2.50 3.00
C 3.29 -2.22 1.71
C 3.62 -1.00 1.13
C 4.36 -0.07 1.84
C 4.75 -0.34 3.14
S 3.13 -0.67 -0.55
O 2.65 -1.90 -1.12
O 4.22 -0.02 -1.23
N 1.82 0.32 -0.44
C 1.85 1.51 0.12
N 2.96 2.21 0.38
C 2.81 3.38 0.97
C 1.58 3.91 1.32
C 0.47 3.13 1.03
N 0.60 1.97 0.42
H 4.76 -2.77 5.35
H 5.49 -1.24 5.44
H 3.45 -3.44 3.45
H 2.74 -2.94 1.12
H 4.61 0.85 1.35
H 5.31 0.39 3.70
H 3.74 3.91 1.18
H 1.48 4.88 1.79
H -0.54 3.45 1.26
Se -2.11 0.60 -1.13
C -3.05 -0.40 0.03
N -3.72 -1.06 0.70
O 0.84 -0.12 2.67
C -0.22 0.30 3.18
O -1.27 0.56 2.57
H -0.23 0.45 4.28
C -0.05 -4.19 1.26
C -0.31 -2.83 1.39
N -0.54 -2.06 0.33
C -0.57 -2.60 -0.88
C -0.40 -3.96 -1.11
C -0.11 -4.76 0.01
C -0.38 -4.53 -2.44
C -1.08 -4.19 -3.55
C -2.23 -3.33 -3.68
C -2.81 -3.13 -4.95
C -3.97 -2.40 -5.01
N -4.55 -1.88 -3.93
C -3.92 -2.11 -2.78
N -2.82 -2.80 -2.60
H 0.15 -4.79 2.13
H -0.33 -2.36 2.37
H -0.71 -1.93 -1.72
H 0.05 -5.83 -0.12
H 0.32 -5.35 -2.55
H -0.81 -4.69 -4.47
H -2.36 -3.53 -5.85
H -4.48 -2.21 -5.95
H -4.37 -1.69 -1.89

***

Record 6
Computed, not measured: a cluster of 2 separate species, CH4BrOP in total, with ωB97M-V/def2-TZVPD.

Its net charge is 0. Its multiplicity is 1. The maximum force comes out at 4.1 eV Å⁻¹. As for the energy above the lowest of the compared OMol25 structures with the same formula, charge and spin: 3.416 eV. The lowest unoccupied orbital energy comes out at 0.38 eV. For the frontier orbital gap, the calculation gives 0.351 Ha.

Positions of all 8 atoms, in Å:
C -0.23 -2.11 0.86
O -0.54 -0.94 0.67
P -0.13 1.80 -0.48
Br 0.32 -2.98 -0.66
H -0.37 0.87 0.62
H -0.64 -0.60 -0.31
H 0.52 2.87 0.21
H 1.07 1.08 -0.92

***

> Number 4 is which compound?

C10H8INS2